(1)
Formula: C39H35IN3O5P2Tc
Source: the Open Molecules 2025 dataset
Level of theory: ωB97M-V/def2-TZVPD

The geometry in XYZ format:
```
86
C39H35IN3O5P2Tc (ωB97M-V/def2-TZVPD)
Tc -1.790 -0.951 0.025
C -3.633 -1.309 4.441
C -3.731 -2.346 3.522
C -3.144 -2.202 2.283
N -2.470 -1.090 1.946
C -2.375 -0.083 2.826
C -2.948 -0.157 4.079
H -4.084 -1.395 5.420
H -4.266 -3.255 3.759
H -3.217 -2.991 1.544
H -1.825 0.792 2.513
H -2.866 0.685 4.751
O -3.742 1.318 0.466
C -2.714 1.768 -0.001
O -1.663 0.978 -0.287
C -2.468 3.197 -0.282
C -3.452 4.152 -0.030
C -3.190 5.489 -0.280
C -1.950 5.885 -0.768
C -0.989 4.920 -1.017
C -1.233 3.582 -0.790
N 0.341 5.309 -1.529
O 1.138 4.406 -1.739
O 0.551 6.484 -1.702
H -4.408 3.839 0.370
H -3.949 6.235 -0.093
H -1.723 6.925 -0.958
H -0.469 2.856 -1.021
C 2.099 -0.859 0.004
P 0.449 -1.117 0.825
C 0.333 -2.903 1.126
C -0.121 -3.433 2.339
C -0.262 -4.803 2.489
C 0.002 -5.654 1.423
C 0.411 -5.137 0.201
C 0.576 -3.770 0.050
C 0.847 -0.158 2.317
C 0.758 1.228 2.133
C 1.190 2.088 3.127
C 1.690 1.573 4.317
C 1.751 0.201 4.513
C 1.341 -0.670 3.513
P 2.412 -1.227 -1.783
C 2.099 0.346 -2.641
C 2.958 1.412 -2.341
C 2.761 2.629 -2.967
C 1.740 2.785 -3.897
C 0.889 1.728 -4.186
C 1.067 0.503 -3.559
C 4.153 -1.568 -1.974
C 4.992 -2.013 -0.935
C 6.344 -2.128 -1.164
C 6.868 -1.878 -2.437
C 6.033 -1.493 -3.486
C 4.681 -1.363 -3.270
H 2.781 -1.431 0.633
H 2.326 0.200 0.129
H -0.350 -2.778 3.170
H -0.571 -5.207 3.444
H -0.119 -6.723 1.542
H 0.612 -5.800 -0.630
H 0.910 -3.374 -0.902
H 0.346 1.620 1.207
H 1.137 3.159 2.980
H 2.035 2.246 5.090
H 2.130 -0.198 5.445
H 1.433 -1.735 3.673
H 3.767 1.293 -1.630
H 3.418 3.456 -2.731
H 1.621 3.730 -4.409
H 0.095 1.852 -4.910
H 0.414 -0.327 -3.800
H 4.608 -2.251 0.046
H 7.001 -2.420 -0.356
H 7.927 -2.012 -2.615
H 6.444 -1.310 -4.470
H 4.027 -1.086 -4.088
N -5.845 -1.036 -1.059
C -4.606 -1.163 -1.469
O -3.684 -1.443 -0.650
C -4.317 -0.992 -2.930
I -4.238 1.114 -3.386
H -6.062 -1.052 -0.074
H -6.600 -0.849 -1.703
H -5.086 -1.431 -3.559
H -3.348 -1.411 -3.175
```

2S+1 = 4
Kohn-Sham gap (spin up / spin down) = 7.45 / 5.64 eV
M = 912.58 Da
net charge = +3
<S²> = 3.78
LUMO (spin up / spin down) = -8.94 / -10.74 eV

(2)
Formula: C39H35MnN4O5P2Te
Source: the Open Molecules 2025 dataset
Level of theory: ωB97M-V/def2-TZVPD

The geometry in XYZ format:
```
87
C39H35MnN4O5P2Te (ωB97M-V/def2-TZVPD)
Mn -0.638 -0.484 1.555
C 3.038 -0.625 2.736
C 1.955 0.122 3.424
N 0.740 0.353 2.988
C 0.010 0.822 4.061
C 0.820 0.942 5.147
N 2.072 0.529 4.714
C 0.606 1.355 6.553
O 1.522 2.275 6.991
O -0.212 0.920 7.303
C -1.487 0.938 3.930
O -2.103 1.641 4.722
O -1.941 0.242 2.962
H 2.666 -0.984 1.781
H 3.320 -1.490 3.341
H 3.925 -0.014 2.560
H 2.863 0.341 5.306
H 1.950 2.679 6.226
N -1.490 -3.624 3.883
C -1.010 -2.965 2.806
O -0.140 -2.097 2.943
C -1.543 -3.278 1.445
C -1.918 -1.941 0.790
H -1.275 -3.245 4.791
H -2.319 -4.182 3.785
H -2.346 -4.024 1.490
H -0.708 -3.729 0.899
H -2.906 -1.639 1.152
H -2.013 -2.092 -0.288
Te 0.771 2.317 -2.247
C 1.525 1.410 -3.998
C 2.518 2.041 -4.744
C 3.046 1.395 -5.848
N 2.673 0.181 -6.257
C 1.718 -0.412 -5.540
C 1.119 0.152 -4.425
C -0.093 0.713 -1.283
P 0.795 -0.513 -0.356
C 2.564 -0.146 -0.683
C 3.322 -0.747 -1.685
C 4.607 -0.301 -1.965
C 5.152 0.754 -1.249
C 4.402 1.372 -0.256
C 3.118 0.927 0.016
C 0.663 -2.155 -1.189
C 1.355 -3.227 -0.624
C 1.288 -4.495 -1.179
C 0.501 -4.717 -2.304
C -0.215 -3.665 -2.856
C -0.130 -2.394 -2.303
P -1.398 0.940 -0.102
C -2.990 0.459 -0.886
C -3.106 0.180 -2.240
C -4.339 -0.162 -2.788
C -5.464 -0.223 -1.981
C -5.356 0.063 -0.623
C -4.128 0.401 -0.079
C -1.826 2.722 0.093
C -2.269 3.502 -0.977
C -2.612 4.831 -0.789
C -2.532 5.401 0.477
C -2.113 4.633 1.551
C -1.762 3.301 1.357
H 2.899 3.015 -4.457
H 3.826 1.874 -6.434
H 1.417 -1.401 -5.872
H 0.361 -0.386 -3.873
H 2.903 -1.561 -2.263
H 5.175 -0.772 -2.759
H 6.152 1.105 -1.473
H 4.811 2.213 0.291
H 2.516 1.432 0.767
H 1.955 -3.059 0.267
H 1.838 -5.314 -0.731
H 0.438 -5.708 -2.737
H -0.847 -3.835 -3.720
H -0.714 -1.572 -2.702
H -2.218 0.236 -2.863
H -4.417 -0.379 -3.847
H -6.424 -0.491 -2.405
H -6.233 0.016 0.012
H -4.034 0.616 0.981
H -2.358 3.062 -1.962
H -2.950 5.423 -1.631
H -2.809 6.438 0.623
H -2.066 5.057 2.546
H -1.463 2.704 2.206
```

2S+1 = 2
Kohn-Sham gap (spin up / spin down) = 6.11 / 5.93 eV
M = 884.22 Da
net charge = -1
<S²> = 0.78
LUMO (spin up / spin down) = 2.09 / 2.09 eV

(3)
Formula: C39H36AsN2O4PW
Source: the Open Molecules 2025 dataset
Level of theory: ωB97M-V/def2-TZVPD

The geometry in XYZ format:
```
84
C39H36AsN2O4PW (ωB97M-V/def2-TZVPD)
W 1.247 0.848 1.101
C -2.304 2.477 0.637
C -1.064 2.856 -0.082
N 0.157 2.321 0.035
C 1.016 3.089 -0.751
C 0.301 4.058 -1.368
N -0.988 3.881 -0.939
C 0.603 5.188 -2.303
O 1.855 5.353 -2.667
O -0.313 5.879 -2.651
C 2.450 2.753 -0.727
O 3.284 3.359 -1.349
O 2.701 1.702 0.048
H -2.119 1.652 1.320
H -3.086 2.181 -0.062
H -2.664 3.328 1.218
H -1.743 4.487 -1.244
H 2.468 4.695 -2.267
C -0.494 -2.153 0.030
C -1.371 -1.339 0.987
As -3.312 -1.246 0.531
C -3.534 -3.130 0.099
C -3.270 -3.665 -1.161
C -3.420 -5.028 -1.380
C -3.830 -5.859 -0.345
C -4.102 -5.329 0.907
C -3.962 -3.965 1.129
C -3.105 -0.508 -1.267
C -1.949 0.107 -1.747
C -1.919 0.688 -3.010
C -3.049 0.659 -3.814
C -4.205 0.047 -3.349
C -4.234 -0.527 -2.086
P 1.124 -1.363 -0.059
C 2.082 -1.614 1.447
C 3.271 -0.854 1.519
C 4.006 -0.834 2.707
C 3.571 -1.562 3.800
C 2.399 -2.322 3.723
C 1.647 -2.338 2.564
C 2.094 -1.732 -1.508
C 2.941 -2.839 -1.558
C 3.649 -3.096 -2.720
C 3.508 -2.260 -3.820
C 2.662 -1.159 -3.772
C 1.954 -0.888 -2.613
H -0.870 -2.105 -0.996
H -0.446 -3.209 0.296
H -1.048 -0.283 0.999
H -1.299 -1.703 2.013
H -2.973 -3.021 -1.980
H -3.227 -5.439 -2.362
H -3.953 -6.919 -0.522
H -4.441 -5.973 1.708
H -4.202 -3.551 2.102
H -1.047 0.142 -1.143
H -1.009 1.154 -3.374
H -3.028 1.104 -4.799
H -5.090 0.018 -3.971
H -5.146 -0.999 -1.738
H 3.694 -0.409 0.623
H 4.936 -0.283 2.751
H 4.149 -1.559 4.715
H 2.081 -2.906 4.577
H 0.743 -2.931 2.510
H 3.049 -3.488 -0.697
H 4.312 -3.950 -2.768
H 4.066 -2.466 -4.724
H 2.563 -0.512 -4.632
H 1.295 -0.028 -2.564
C 0.910 0.765 3.182
C 1.036 2.234 3.139
C 2.292 2.735 2.761
C 2.448 4.081 2.423
C 1.358 4.928 2.470
C 0.106 4.445 2.872
C -0.060 3.115 3.188
H -0.106 0.398 3.365
H 1.647 0.233 3.778
H 3.159 2.083 2.792
H 3.423 4.460 2.146
H 1.475 5.975 2.223
H -0.732 5.126 2.947
H -1.026 2.740 3.506
```

2S+1 = 3
Kohn-Sham gap (spin up / spin down) = 6.31 / 6.20 eV
M = 886.46 Da
net charge = +2
<S²> = 2.02
energy relative to the best compared isomer or geometry (same formula, charge and spin) = 0.0 kcal per mole
LUMO (spin up / spin down) = -7.11 / -7.22 eV

(4)
Formula: C39H36BIrN8
Source: the Open Molecules 2025 dataset
Level of theory: ωB97M-V/def2-TZVPD

The geometry in XYZ format:
```
85
C39H36BIrN8 (ωB97M-V/def2-TZVPD)
Ir 0.048 -0.240 0.463
C -2.528 1.958 4.624
C -2.355 1.056 3.451
C -3.263 0.174 2.872
C -2.615 -0.373 1.765
N -1.389 0.134 1.731
N -1.215 1.022 2.730
B 0.046 1.946 2.632
N 0.021 2.567 1.214
N 0.033 1.778 0.097
C -0.032 2.586 -0.986
C -0.047 3.908 -0.528
C -0.022 3.860 0.849
C -0.014 4.985 1.825
C -0.057 2.175 -2.410
C -0.001 3.188 -3.369
C -0.019 2.902 -4.724
C -0.097 1.589 -5.163
C -0.159 0.569 -4.229
C -0.142 0.862 -2.874
N 1.329 1.053 2.703
N 1.507 0.182 1.692
C 2.717 -0.359 1.746
C 3.356 0.158 2.871
C 2.456 1.052 3.446
C 2.638 1.949 4.620
C 3.076 -1.201 0.608
C 4.021 -2.216 0.666
C 4.289 -2.970 -0.468
C 3.634 -2.714 -1.667
C 2.686 -1.703 -1.738
C 2.404 -0.966 -0.599
C -3.002 -1.206 0.631
C -2.333 -1.008 -0.578
C -2.661 -1.724 -1.717
C -3.664 -2.680 -1.642
C -4.320 -2.906 -0.437
C -4.000 -2.171 0.694
H -3.443 1.705 5.153
H -2.597 2.999 4.305
H -1.692 1.872 5.317
H -4.274 -0.006 3.195
H 0.046 2.777 3.478
H -0.089 4.806 -1.119
H -0.234 5.916 1.309
H 0.964 5.082 2.298
H -0.756 4.842 2.609
H 0.065 4.223 -3.062
H 0.028 3.711 -5.440
H -0.110 1.365 -6.221
H -0.225 -0.461 -4.558
H -0.202 0.031 -2.194
H 4.359 -0.043 3.206
H 3.436 1.570 5.255
H 1.727 2.022 5.211
H 2.914 2.954 4.297
H 4.538 -2.422 1.594
H 5.025 -3.761 -0.419
H 3.879 -3.288 -2.550
H 2.199 -1.467 -2.676
H 1.799 -0.032 -0.730
H -1.658 -0.129 -0.719
H -2.166 -1.517 -2.658
H -3.946 -3.237 -2.524
H -5.097 -3.657 -0.383
H -4.520 -2.349 1.627
N -0.093 -1.629 3.617
C -0.079 -2.932 3.196
C -0.116 -3.913 4.173
C -0.104 -5.276 3.889
C -0.058 -5.686 2.588
C -0.013 -4.728 1.558
C 0.049 -5.193 0.226
C 0.114 -4.301 -0.796
C 0.109 -2.946 -0.470
N 0.045 -2.431 0.748
C -0.017 -3.324 1.823
H -0.242 -1.451 4.592
H -0.269 -0.880 2.987
H -0.159 -3.591 5.206
H -0.137 -5.993 4.698
H -0.051 -6.734 2.323
H 0.048 -6.260 0.047
H 0.171 -4.598 -1.833
H 0.166 -2.246 -1.291
```

Kohn-Sham gap = 6.61 eV
M = 819.80 Da
net charge = +2
LUMO = -6.14 eV

(5)
Formula: C39H36ClN3Si2Yb
Source: the Open Molecules 2025 dataset
Level of theory: ωB97M-V/def2-TZVPD

The geometry in XYZ format:
```
82
C39H36ClN3Si2Yb (ωB97M-V/def2-TZVPD)
C -2.389 -0.944 4.541
C -3.077 -0.593 3.340
C -2.635 -1.472 2.312
H -3.801 0.216 3.229
C -1.690 -2.369 2.876
C -1.540 -2.041 4.246
H -0.934 -2.594 4.965
H -2.490 -0.466 5.517
H -3.006 -1.512 1.284
H -1.200 -3.198 2.363
Yb -0.729 0.029 3.046
Si -0.864 -0.322 -3.669
C -0.264 1.145 -4.676
C 1.069 1.323 -5.100
H 1.829 0.562 -4.890
C 1.436 2.488 -5.788
H 2.470 2.628 -6.111
C 0.479 3.472 -6.058
H 0.761 4.379 -6.599
C -0.844 3.299 -5.633
H -1.594 4.064 -5.842
C -1.211 2.150 -4.928
H -2.236 2.027 -4.571
C -0.198 -1.759 -4.693
C -0.509 -1.771 -6.070
H -1.145 -0.988 -6.498
C 0.048 -2.743 -6.912
H -0.238 -2.771 -7.965
C 0.985 -3.661 -6.421
H 1.419 -4.417 -7.082
C 1.372 -3.594 -5.079
H 2.139 -4.269 -4.690
C 0.779 -2.660 -4.228
H 1.135 -2.608 -3.197
H -2.339 -0.280 -3.598
Si 1.358 -0.356 -1.556
C 0.079 -1.793 -1.244
C -1.334 -1.780 -1.363
H -1.918 -0.881 -1.610
C -2.109 -2.902 -1.030
H -3.210 -2.842 -1.068
C -1.487 -4.078 -0.607
H -2.085 -4.980 -0.407
C -0.100 -4.073 -0.381
H 0.386 -4.942 0.067
C 0.667 -2.943 -0.690
H 1.720 -2.917 -0.426
C 0.213 1.123 -1.147
C -0.909 0.967 -0.307
H -1.178 -0.035 0.062
C -1.710 2.056 0.041
H -2.526 1.920 0.759
C -1.462 3.313 -0.536
H -2.113 4.173 -0.290
C -0.369 3.474 -1.398
H -0.160 4.455 -1.833
C 0.471 2.393 -1.694
H 1.301 2.535 -2.388
H 2.448 -0.371 -0.514
Cl 1.276 -0.433 1.661
N 0.509 1.707 5.894
C 0.771 2.527 4.779
C 1.427 3.763 4.958
C 1.839 4.462 3.832
C 1.589 3.924 2.563
C 0.885 2.724 2.473
N 0.414 2.085 3.566
C 0.941 0.375 5.984
C 1.418 -0.103 7.225
C 2.031 -1.346 7.265
C 2.158 -2.071 6.066
C 1.581 -1.556 4.901
N 0.905 -0.384 4.877
H 0.628 2.204 6.774
H 1.608 4.081 5.983
H 2.360 5.418 3.934
H 1.912 4.411 1.644
H 0.720 2.217 1.515
H 1.327 0.564 8.084
H 2.419 -1.740 8.208
H 2.668 -3.028 6.019
H 1.654 -2.070 3.934
```

2S+1 = 2
Kohn-Sham gap (spin up / spin down) = 3.70 / 3.37 eV
M = 811.40 Da
net charge = +1
<S²> = 0.76
LUMO (spin up / spin down) = -4.72 / -5.02 eV